# 1
2 unconnected molecules or ions with the total composition C3H10N2O at a distorted geometry. Source: the OMol25 dataset; level of theory: ωB97M-V with the def2-TZVPD basis set.

Computed properties:
Molar mass   90.13 g/mol
⟨S²⟩   0.77
HOMO energy (spin up / spin down)   -14.2 / -14.2 eV
Spin multiplicity   2
Energy above the lowest of the compared OMol25 structures with the same formula, charge and spin   55.4 kcal/mol
Kohn-Sham gap (spin up / spin down)   10.049 / 5.379 eV
Electronic energy   -8291.2279 eV
Total charge   +1
Strongest force on any atom   5.06 eV/Å

Last column: Löwdin charge in e.
Element x y z (Å)
C1 0.3780 -2.2163 1.0820  -0.14
O1 -0.7656 -1.3755 1.1979  -0.14
H1 0.7683 -2.4128 2.0840  0.09
H2 0.0708 -3.1799 0.7290  0.07
H3 1.1591 -1.7963 0.3979  0.09
C2 0.6913 2.2728 0.2965  0.00
N1 -1.1842 -0.2710 -1.5214  0.29
C3 -0.3463 0.7824 -1.2010  -0.12
N2 0.2128 0.9521 -0.0757  0.09
H4 0.2037 2.6078 1.2307  0.14
H5 0.5052 2.9719 -0.5016  0.09
H6 1.7284 2.1517 0.5585  0.11
H7 -1.2076 -1.0460 -0.8552  0.12
H8 -1.5064 -0.4828 -2.4560  0.15
H9 -0.2254 1.5143 -1.9680  0.15
H10 -0.4821 -0.4722 1.0026  0.01

Forces on the atoms, in the same order (eV/Å):
0.662 0.195 0.400
-0.289 0.145 -0.913
0.378 0.302 -0.163
-0.295 -0.451 -0.519
-0.528 -0.295 0.634
-0.724 -0.836 -0.047
2.729 1.321 1.419
-3.246 -2.044 -3.299
0.853 0.314 2.679
-0.044 -0.266 -0.289
0.125 0.519 -0.128
0.587 0.080 0.056
-0.422 0.026 0.584
-0.042 0.586 -0.208
0.082 0.492 -0.827
0.175 -0.087 0.622

=====

# 2
2 unconnected molecules or ions with the total composition C2H7S2 at a distorted geometry. Source: the OMol25 dataset; level of theory: ωB97M-V with the def2-TZVPD basis set.

Computed properties:
Molar mass   95.21 g/mol
HOMO energy   -2.5 eV
Energy above the lowest of the compared OMol25 structures with the same formula, charge and spin   37.7 kcal/mol
Kohn-Sham gap   5.519 eV
Electronic energy   -23857.5800 eV
Total charge   -1
Strongest force on any atom   3.40 eV/Å

Last column: Löwdin charge in e.
Element x y z (Å)
S1 -3.5607 1.3776 1.1271  -0.44
H1 -4.3890 1.4791 2.1629  -0.53
C1 -0.3769 -0.4784 -1.2934  -0.39
S2 1.3533 -0.9003 -0.9676  0.67
C2 2.0561 -0.2142 0.5506  -0.49
H2 -0.8331 -0.5103 -0.3535  0.00
H3 -0.1686 0.4239 -1.9126  0.04
H4 -0.8678 -1.1965 -1.8837  0.01
H5 2.4813 0.9548 0.4870  0.08
H6 2.9241 -0.9225 0.6772  0.01
H7 1.3813 -0.0132 1.4058  0.03

Forces on the atoms, in the same order (eV/Å):
0.295 -0.060 -0.316
-0.205 0.008 0.277
2.439 1.739 -0.671
1.088 -1.513 -0.505
0.881 3.281 0.139
-1.260 1.172 1.220
-1.642 -0.117 1.035
-0.077 -1.256 -0.874
-0.713 -2.993 -0.511
-1.020 0.970 0.525
0.215 -1.231 -0.320

=====

# 3
A molecular structure, C38H33BrCl3F5GeIO4S2Ti at a distorted geometry. Source: the OMol25 dataset; level of theory: ωB97M-V with the def2-TZVPD basis set.

Computed properties:
Molar mass   1146.45 g/mol
⟨S²⟩   0.76
HOMO energy (spin up / spin down)   -7.8 / -7.8 eV
Spin multiplicity   2
Energy above the lowest of the compared OMol25 structures with the same formula, charge and spin   33.7 kcal/mol
Kohn-Sham gap (spin up / spin down)   6.912 / 6.570 eV
Electronic energy   -278730.1060 eV
Total charge   0
Strongest force on any atom   1.71 eV/Å

Last column: Löwdin charge in e.
Element x y z (Å)
Ti1 0.3530 -0.2673 0.0660  0.87
O1 0.8385 1.6035 -0.1695  -0.71
S1 1.8662 1.9995 -1.3558  0.89
C1 3.4320 2.0970 -0.4339  -0.33
C2 3.9147 3.5358 -0.5527  -0.24
C3 2.6645 4.4099 -0.4639  -0.21
C4 1.6543 3.7946 -1.4279  -0.31
H1 4.1037 1.3589 -0.8602  0.08
H2 3.1581 1.8333 0.5896  0.10
H3 4.3964 3.6620 -1.5221  0.08
H4 4.6361 3.7614 0.2335  0.12
H5 2.8657 5.4486 -0.7270  0.12
H6 2.2626 4.3952 0.5528  0.11
H7 1.8682 4.0387 -2.4675  0.08
H8 0.6095 4.0004 -1.2031  0.07
C5 -2.7592 -3.4961 0.2533  -0.20
S2 -2.0471 -2.3113 -0.8669  0.94
C6 -1.3482 -3.4549 -2.0461  -0.24
O2 -0.8473 -1.7812 -0.0423  -0.70
H9 -1.9659 -4.1533 0.6065  0.06
H10 -3.5211 -4.0509 -0.2931  0.08
H11 -3.2165 -2.9355 1.0641  0.04
H12 -2.1930 -3.8229 -2.6302  0.08
H13 -0.8282 -4.2644 -1.5420  0.02
H14 -0.6748 -2.9010 -2.6921  0.02
Cl1 0.2613 -0.4176 -3.0264  0.77
C7 1.8062 -1.1538 -3.0739  -1.03
Cl2 3.4756 1.9021 -3.5495  -0.21
Cl3 2.3351 -1.8155 -4.5169  0.75
C8 2.5802 -1.2369 -1.8302  -0.73
O3 3.6240 -1.8317 -1.7724  0.08
O4 2.0120 -0.6062 -0.8105  -0.29
C9 -6.0994 -1.0117 0.5802  -0.09
C10 -5.8356 -0.2582 -0.5542  -0.08
C11 -4.6150 0.3907 -0.6958  -0.11
C12 -3.6200 0.2962 0.2810  -0.33
C13 -3.9120 -0.4591 1.4208  -0.15
C14 -5.1360 -1.1009 1.5739  -0.10
Ge1 -1.8658 1.2268 0.0526  1.00
C15 -1.8860 2.6592 1.3992  -0.30
C16 -3.1108 3.0197 1.9641  -0.10
C17 -3.1930 4.0384 2.9048  -0.08
C18 -2.0488 4.7141 3.3008  -0.09
C19 -0.8242 4.3646 2.7519  -0.08
C20 -0.7440 3.3462 1.8103  -0.11
C21 -2.0401 2.1198 -1.6938  -0.31
C22 -1.9601 3.5071 -1.7983  -0.11
C23 -2.0451 4.1398 -3.0332  -0.08
C24 -2.2183 3.3929 -4.1885  -0.08
C25 -2.3221 2.0114 -4.1030  -0.08
C26 -2.2365 1.3889 -2.8661  -0.20
H15 -7.0538 -1.5080 0.6978  0.10
H16 -6.5871 -0.1620 -1.3279  0.10
H17 -4.4441 0.9887 -1.5819  0.09
H18 -3.1884 -0.5374 2.2166  0.09
H19 -5.3394 -1.6623 2.4780  0.11
H20 -4.0167 2.5045 1.6709  0.09
H21 -4.1540 4.3012 3.3287  0.10
H22 -2.1100 5.5062 4.0360  0.10
H23 0.0754 4.8839 3.0597  0.10
H24 0.2197 3.0770 1.3996  0.07
H25 -1.8376 4.1048 -0.9021  0.10
H26 -1.9766 5.2189 -3.0916  0.10
H27 -2.2746 3.8832 -5.1512  0.10
H28 -2.4651 1.4210 -4.9992  0.10
H29 -2.3455 0.3085 -2.8163  0.07
Br1 1.6735 -7.5834 0.0225  0.70
C27 3.2618 -6.5608 -0.1086  -0.74
C28 4.4492 -7.2377 -0.3472  -0.14
C29 5.6351 -6.5306 -0.4576  -0.08
C30 5.6367 -5.1497 -0.3331  -0.07
C31 4.4529 -4.4715 -0.0922  -0.14
C32 3.2629 -5.1792 0.0235  -0.70
I1 1.5290 -4.0797 0.3915  1.11
H30 4.4355 -8.3138 -0.4464  0.10
H31 6.5570 -7.0640 -0.6457  0.11
H32 6.5570 -4.5907 -0.4298  0.11
H33 4.4425 -3.3955 -0.0212  0.08
F1 3.2354 -1.1322 1.5637  0.07
C33 2.2842 -0.8816 2.4678  -0.25
C34 0.9927 -0.5241 2.0869  -0.05
C35 0.1235 -0.2906 3.1409  -0.22
F2 -1.1571 0.0375 2.8799  0.05
C36 0.4682 -0.3881 4.4755  -0.14
F3 -0.4239 -0.1537 5.4408  0.12
C37 1.7613 -0.7505 4.8005  -0.13
F4 2.1249 -0.8603 6.0738  0.14
C38 2.6720 -1.0014 3.7922  -0.14
F5 3.9198 -1.3527 4.1090  0.12

Forces on the atoms, in the same order (eV/Å):
0.759 1.383 0.670
-0.048 -0.190 0.144
0.118 -0.118 -0.270
-0.018 -0.027 0.005
-0.027 0.003 -0.019
0.005 -0.027 0.017
0.043 -0.003 -0.001
0.010 0.001 -0.015
-0.007 -0.014 -0.009
0.007 0.005 -0.001
-0.013 0.005 0.012
-0.002 -0.009 -0.004
-0.004 0.003 0.012
0.020 0.002 0.002
0.009 -0.027 0.008
0.002 0.009 -0.004
-0.039 0.053 0.019
-0.059 -0.019 0.045
0.071 -0.645 -0.309
0.010 -0.019 0.008
-0.017 -0.002 0.001
0.005 -0.017 -0.009
0.009 -0.024 -0.008
0.040 -0.027 0.031
0.028 0.042 -0.040
-0.029 0.062 -0.196
-0.110 -0.006 0.027
-0.023 0.112 0.041
-0.002 0.062 0.122
-0.066 0.127 -0.152
0.245 -0.110 0.066
-0.655 -0.557 -0.020
-0.009 -0.011 0.007
0.023 0.020 -0.035
-0.014 -0.025 0.009
0.028 0.038 -0.026
-0.089 0.043 -0.073
0.015 0.021 0.018
-0.152 -0.213 -0.210
-0.047 -0.049 0.056
0.060 0.067 0.016
-0.007 -0.017 -0.013
-0.013 0.010 0.011
0.026 -0.013 -0.020
0.021 0.012 0.054
0.002 0.017 0.038
0.009 0.002 -0.055
0.002 -0.008 0.021
0.004 -0.003 0.000
-0.001 -0.010 0.010
-0.031 0.054 -0.019
-0.016 -0.009 0.000
-0.009 0.001 -0.008
-0.001 0.006 -0.007
0.124 -0.002 0.113
-0.003 -0.010 0.014
-0.027 -0.024 -0.016
-0.006 0.006 0.006
-0.004 0.003 0.002
0.001 0.001 0.002
-0.001 0.006 0.001
0.003 0.019 0.028
0.002 0.010 -0.003
-0.003 0.005 -0.011
-0.002 -0.005 -0.013
-0.010 -0.009 0.005
0.023 -0.011 -0.006
-0.031 -0.025 0.017
0.007 -0.002 -0.004
-0.007 -0.005 0.004
-0.020 0.002 0.003
-0.006 -0.080 -0.027
-0.017 0.028 -0.001
0.015 0.008 0.053
0.000 -0.006 -0.001
0.004 -0.003 -0.001
0.011 0.006 0.000
-0.003 0.109 0.000
0.054 0.006 -0.044
-0.117 0.058 -0.022
-0.016 0.016 0.066
0.074 -0.066 -0.095
-0.120 0.015 -0.014
-0.069 0.006 -0.007
0.019 -0.004 -0.027
-0.008 0.003 0.046
0.009 -0.003 0.016
0.064 -0.013 -0.020
-0.005 0.001 -0.012